Version P
24
Properties=species:S:1:pos:R:3 method="wB97M-V/def2-TZVPD" lumo_energy_ev=-0.5 homo_energy_ha=-0.395 smiles=O.O.O.O.O.O.O.O
O 0.499 -0.354 -0.974
H 0.595 -1.044 -0.308
H -0.452 -0.291 -1.112
O -4.228 -0.432 1.115
H -4.175 0.523 0.996
H -3.399 -0.761 0.749
O -1.185 -3.152 1.060
H -0.614 -2.400 0.866
H -1.146 -3.234 2.019
O 0.896 3.291 1.521
H 1.683 3.142 0.984
H 0.174 3.292 0.882
O 5.350 -0.956 0.508
H 5.376 -0.283 -0.181
H 4.582 -1.494 0.283
O -0.710 3.235 -0.593
H -1.455 3.590 -1.092
H -0.658 2.314 -0.872
O -2.505 -0.823 -1.350
H -2.807 -0.024 -0.904
H -3.296 -1.370 -1.412
O 2.723 -0.936 -0.407
H 2.676 -0.243 -1.075
H 2.079 -1.590 -0.703

Version Q
24
Properties=species:S:1:pos:R:3 method="wB97M-V/def2-TZVPD" lumo_energy_ev=-0.1 homo_energy_ha=-0.382 smiles=O.O.O.O.O.O.O.O
O 0.655 0.335 -0.865
H 1.521 0.759 -0.867
H 0.848 -0.592 -0.687
O -1.605 -2.636 -2.228
H -1.457 -1.825 -1.729
H -2.562 -2.670 -2.341
O -1.632 0.635 2.171
H -0.978 0.263 1.570
H -1.141 1.295 2.673
O -3.250 -2.071 0.792
H -3.917 -1.787 0.157
H -2.533 -2.410 0.245
O -2.296 2.025 -0.058
H -2.752 1.415 -0.648
H -1.869 2.651 -0.653
O 2.569 3.955 0.060
H 2.483 3.859 1.015
H 3.423 3.555 -0.140
O 3.003 -2.493 -0.420
H 2.771 -3.082 -1.147
H 2.450 -2.792 0.310
O 2.253 0.722 0.621
H 2.003 -0.206 0.691
H 2.014 1.094 1.477

Version R
24
Properties=species:S:1:pos:R:3 method="wB97M-V/def2-TZVPD" lumo_energy_ev=-0.3 homo_energy_ha=-0.391 smiles=O.O.O.O.O.O.O.O
O -0.267 -1.195 1.764
H -0.764 -1.874 1.294
H -0.373 -0.408 1.218
O 4.204 -1.699 1.219
H 4.248 -1.940 0.287
H 3.561 -0.981 1.246
O -0.473 2.816 0.881
H 0.104 3.483 1.269
H -1.152 2.675 1.550
O 3.705 1.217 -0.782
H 2.995 1.137 -0.136
H 4.147 0.361 -0.752
O -4.505 -2.076 -0.198
H -4.491 -1.151 0.071
H -4.446 -2.042 -1.159
O 1.681 -1.327 -1.224
H 1.894 -1.016 -2.111
H 0.726 -1.458 -1.245
O -3.012 0.958 0.036
H -3.007 1.557 -0.719
H -3.908 1.027 0.385
O 0.027 0.447 -0.834
H 0.004 1.318 -1.245
H -0.897 0.172 -0.815

Version S
24
Properties=species:S:1:pos:R:3 method="wB97M-V/def2-TZVPD" lumo_energy_ev=-0.4 homo_energy_ha=-0.380 smiles=O.O.O.O.O.O.O.O
O -18.132 7.912 -15.749
H -18.412 7.290 -15.077
H -17.847 8.658 -15.248
O -14.552 9.800 -12.922
H -14.401 10.014 -11.994
H -13.811 9.263 -13.170
O -11.893 6.872 -16.332
H -11.811 5.957 -16.519
H -12.689 6.847 -15.762
O -17.511 9.904 -13.313
H -16.645 9.736 -13.110
H -17.454 10.861 -13.344
O -16.272 6.100 -16.729
H -17.112 6.121 -17.179
H -16.315 6.930 -16.220
O -12.712 10.218 -16.918
H -12.959 9.884 -17.752
H -13.327 9.737 -16.313
O -14.875 8.854 -15.592
H -14.857 9.485 -14.895
H -14.649 8.125 -15.024
O -13.950 6.805 -14.166
H -14.245 5.931 -14.454
H -14.001 6.878 -13.234

Taking the most stable structure as the zero point, the relative energies in eV are version P 0.643; version Q 1.407; version R 0.448; version S 0.000.

Version P
24
Properties=species:S:1:pos:R:3 method="wB97M-V/def2-TZVPD" lumo_energy_ev=-0.4 homo_energy_ha=-0.358 smiles=O.O.O.O.O.O.O.O
O -24.358 0.181 -42.473
H -23.654 0.524 -41.923
H -23.947 0.031 -43.325
O -25.726 -1.323 -40.514
H -25.257 -1.885 -39.897
H -25.048 -0.997 -41.106
O -26.051 1.224 -39.431
H -25.313 1.559 -39.939
H -26.068 0.286 -39.621
O -26.866 -0.450 -43.977
H -26.743 -1.227 -44.522
H -25.978 -0.176 -43.747
O -22.054 0.704 -41.366
H -21.474 0.125 -41.861
H -21.620 1.556 -41.390
O -23.641 2.575 -40.363
H -23.286 3.286 -39.830
H -22.904 1.975 -40.483
O -24.298 -1.301 -45.207
H -23.830 -1.819 -44.551
H -24.843 -1.937 -45.671
O -23.876 0.891 -46.404
H -24.263 0.970 -47.275
H -24.134 0.019 -46.105

Version Q
24
Properties=species:S:1:pos:R:3 method="wB97M-V/def2-TZVPD" lumo_energy_ev=-0.4 homo_energy_ha=-0.408 smiles=O.O.O.O.O.O.O.O
O -0.571 1.266 0.105
H -0.355 0.660 0.757
H -0.696 2.128 0.546
O 3.246 -1.640 -1.169
H 2.514 -2.201 -1.066
H 3.135 -1.337 -2.157
O 1.075 1.603 -2.094
H 0.671 0.879 -1.680
H 1.710 1.229 -2.728
O -3.029 -2.124 -0.395
H -2.605 -1.252 -0.463
H -2.589 -2.689 -0.991
O 1.623 2.684 1.988
H 2.234 1.892 2.062
H 0.916 2.448 1.387
O -3.468 -0.604 2.118
H -4.115 -1.317 2.389
H -2.619 -1.032 2.237
O 3.837 -1.686 1.330
H 3.016 -1.290 1.710
H 3.431 -2.155 0.529
O -2.554 0.760 -1.832
H -2.771 0.453 -0.947
H -3.152 1.508 -1.994

Taking the most stable structure as the zero point, the relative energies in eV are version P 0.000; version Q 1.103.

Version P
24
Properties=species:S:1:pos:R:3 method="wB97M-V/def2-TZVPD" lumo_energy_ev=0.4 homo_energy_ha=-0.394 smiles=O.O.O.O.O.O.O.O
O -0.044 -1.443 -2.720
H 0.041 -2.149 -3.372
H 0.635 -0.813 -2.964
O 2.625 -0.232 0.202
H 3.246 0.498 0.068
H 2.071 -0.122 -0.581
O 1.076 1.146 -1.696
H 0.934 1.025 -0.731
H 0.142 1.185 -1.976
O -1.446 -0.322 2.832
H -0.878 -0.812 3.419
H -1.126 0.552 3.003
O 1.513 -0.576 3.206
H 1.665 -0.326 2.274
H 2.208 -1.260 3.234
O 0.600 1.170 1.012
H 0.051 0.541 1.525
H 0.329 2.016 1.370
O -2.740 -0.351 -0.506
H -2.104 -1.111 -0.440
H -3.337 -0.508 0.256
O -1.582 0.971 -2.514
H -1.571 0.141 -2.998
H -2.307 0.781 -1.901

Version Q
24
Properties=species:S:1:pos:R:3 method="wB97M-V/def2-TZVPD" lumo_energy_ev=-0.5 homo_energy_ha=-0.411 smiles=O.O.O.O.O.O.O.O
O -0.371 -0.843 -0.809
H 0.315 -0.420 -0.280
H -1.059 -0.173 -0.880
O 0.394 1.078 -2.902
H 0.156 0.156 -3.056
H -0.309 1.410 -2.332
O -1.081 3.209 -0.164
H -1.481 2.771 0.596
H -1.814 3.679 -0.577
O 1.322 2.933 0.842
H 0.396 2.945 1.106
H 1.713 2.241 1.387
O 3.909 -0.580 1.370
H 4.569 -1.040 1.901
H 3.094 -1.069 1.533
O -1.456 -1.557 2.740
H -1.396 -0.596 2.777
H -2.382 -1.742 2.936
O 2.057 -2.774 -1.813
H 1.858 -3.318 -1.042
H 1.682 -1.913 -1.596
O -3.303 -1.728 -0.290
H -2.657 -1.273 -0.843
H -4.153 -1.399 -0.604

Version R
24
Properties=species:S:1:pos:R:3 method="wB97M-V/def2-TZVPD" lumo_energy_ev=-0.3 homo_energy_ha=-0.368 smiles=O.O.O.O.O.O.O.O
O 8.506 14.324 -16.477
H 8.243 14.929 -17.160
H 8.303 13.449 -16.799
O 8.952 14.269 -21.079
H 9.032 13.480 -21.589
H 8.056 14.245 -20.857
O 6.761 18.050 -18.198
H 5.995 18.596 -18.186
H 7.327 18.472 -17.557
O 11.087 14.707 -19.341
H 10.997 15.603 -19.010
H 10.773 14.673 -20.230
O 5.321 16.008 -17.031
H 5.778 16.730 -17.442
H 4.498 16.299 -16.666
O 6.061 13.876 -20.753
H 6.541 13.470 -20.018
H 5.593 14.603 -20.359
O 7.757 15.535 -18.703
H 8.291 15.465 -19.462
H 7.661 16.472 -18.622
O 5.606 13.063 -17.580
H 4.677 12.797 -17.789
H 5.692 14.028 -17.583

Version S
24
Properties=species:S:1:pos:R:3 method="wB97M-V/def2-TZVPD" lumo_energy_ev=-0.4 homo_energy_ha=-0.400 smiles=O.O.O.O.O.O.O.O
O 0.144 -0.369 -1.316
H -0.796 -0.356 -1.455
H 0.205 -1.197 -0.750
O 1.167 4.341 -0.917
H 1.318 3.557 -1.544
H 1.853 4.938 -1.211
O -1.543 1.982 0.709
H -1.773 1.195 0.219
H -1.668 2.744 0.080
O 1.763 0.061 2.612
H 1.388 -0.768 2.560
H 2.645 0.122 2.970
O -4.825 -0.406 1.035
H -4.124 -0.756 1.517
H -4.375 -0.091 0.224
O 3.378 -0.464 -0.669
H 3.494 0.158 -1.437
H 2.575 -0.126 -0.278
O 4.508 -2.929 -0.098
H 3.910 -2.267 0.279
H 4.055 -3.318 -0.814
O -4.535 -2.221 -1.033
H -4.427 -1.339 -0.980
H -4.736 -2.450 -1.968

Taking the most stable structure as the zero point, the relative energies in eV are version P 0.000; version Q 1.272; version R 0.434; version S 1.876.

Version P
14
Properties=species:S:1:pos:R:3 method="wB97M-V/def2-TZVPD" lumo_energy_ev=3.5 homo_energy_ha=-0.152 charge=-1 smiles="NC(=O)CCC(=O)[O-]"
N 0.063 -0.275 2.198
C -0.970 -0.074 1.302
O -2.046 0.327 1.701
C -0.597 -0.303 -0.129
C 0.577 0.483 -0.682
C 0.729 0.192 -2.212
O 0.721 1.200 -2.949
O 0.811 -1.017 -2.522
H 0.779 -0.964 2.040
H -0.158 -0.092 3.164
H -0.466 -1.354 -0.407
H -1.446 -0.012 -0.731
H 1.545 0.320 -0.194
H 0.459 1.570 -0.580

Version Q
14
Properties=species:S:1:pos:R:3 method="wB97M-V/def2-TZVPD" lumo_energy_ev=3.8 homo_energy_ha=-0.139 charge=-1 smiles="CN(C=O)CC(=O)[O-]"
C -1.513 0.660 0.454
N -0.347 -0.087 0.003
C -0.711 -0.980 -1.008
O -1.654 -0.873 -1.766
C 0.885 0.009 0.745
C 2.060 -0.042 -0.398
O 2.714 0.974 -0.303
O 2.003 -1.063 -1.099
H -1.686 0.687 1.540
H -1.488 1.736 0.284
H -2.328 0.456 -0.082
H 0.033 -1.729 -1.082
H 0.980 0.989 1.274
H 1.054 -0.736 1.439

Taking the most stable structure as the zero point, the relative energies in eV are version P 0.000; version Q 1.528.

Version P
20
Properties=species:S:1:pos:R:3 method="wB97M-V/def2-TZVPD" lumo_energy_ev=0.8 homo_energy_ha=-0.325 smiles=C#C[C@]12C[C@@H]1N[C@@H](C)C2
C 2.843 -0.079 1.468
C 1.605 -0.251 0.916
C 0.129 -0.728 1.061
C 0.424 -2.170 0.814
C -0.057 -1.239 -0.345
N 0.278 -0.098 -1.308
C -0.431 0.888 -0.748
C -1.644 1.270 -1.647
C -0.477 0.690 1.088
H 3.722 0.734 1.697
H 1.611 -2.362 0.880
H -0.392 -2.823 0.827
H -1.143 -1.537 -0.410
H 1.175 0.010 -1.092
H 0.107 1.753 -0.843
H -1.501 0.988 -2.857
H -2.188 2.339 -1.399
H -2.696 0.664 -1.329
H 0.196 1.304 1.754
H -1.561 0.647 1.474

Version Q
20
Properties=species:S:1:pos:R:3 method="wB97M-V/def2-TZVPD" lumo_energy_ev=1.1 homo_energy_ha=-0.328 smiles="C1=C[C@H]2[C@@H]3CC[C@H](C1)N23"
C -1.442 1.656 0.544
C -0.859 1.937 -0.624
C 0.020 0.765 -0.965
C 1.338 0.168 -1.114
C 1.184 -1.385 -1.057
C 0.373 -1.595 0.276
C 0.286 -0.287 1.030
C -1.165 0.324 1.263
N 1.023 0.673 0.159
H -1.929 2.546 1.058
H -1.156 2.881 -1.235
H -0.595 -0.084 -0.960
H 2.189 0.537 -1.745
H 0.674 -1.847 -1.863
H 2.237 -1.748 -0.992
H 0.863 -2.348 0.868
H -0.648 -1.944 -0.006
H 0.710 -0.367 2.058
H -1.217 0.587 2.362
H -1.887 -0.471 0.945

Taking the most stable structure as the zero point, the relative energies in eV are version P 7.299; version Q 0.000.

Version P
16
Properties=species:S:1:pos:R:3 method="wB97M-V/def2-TZVPD" lumo_energy_ev="0.5 / -2.3" homo_energy_ha="-0.360 / -0.347" spin_multiplicity=2
C 0.825 -0.629 0.073
C 1.764 -1.481 0.924
S 1.637 -1.264 2.701
N 1.141 0.818 0.101
H -0.192 -0.709 0.482
H 0.770 -1.008 -0.953
H 2.778 -1.469 0.535
H 1.284 -2.469 0.810
H 2.097 0.912 0.441
H 0.647 1.195 0.906
H -2.061 1.546 -0.082
H -1.589 2.822 -0.609
O -2.385 2.284 -0.606
H -1.646 -0.601 -1.337
H -2.772 0.361 -1.429
O -2.297 -0.308 -1.956

Version Q
16
Properties=species:S:1:pos:R:3 method="wB97M-V/def2-TZVPD" lumo_energy_ev="0.7 / -2.0" homo_energy_ha="-0.352 / -0.338" spin_multiplicity=2
C -0.943 -1.071 0.824
C -1.143 -0.429 -0.536
S 0.057 0.883 -0.922
N -0.750 -0.157 1.943
H -0.088 -1.758 0.766
H -1.790 -1.693 1.081
H -2.130 -0.009 -0.736
H -0.946 -1.127 -1.362
H -1.620 0.323 2.120
H 0.007 0.482 1.715
H -0.209 -0.992 4.044
H -0.052 -1.190 5.567
O -0.570 -1.465 4.806
H 1.969 1.071 -5.542
H 3.464 0.911 -5.721
O 2.802 1.539 -5.398

Taking the most stable structure as the zero point, the relative energies in eV are version P 0.440; version Q 0.000.